Here is a 16-piece molecular cluster, C61H100O33 overall at a distorted geometry from the Open Molecules 2025 dataset. Energies are from ωB97M-V with the def2-TZVPD basis set.

Geometry as ORCA input:
```
! wB97M-V def2-TZVPD RIJCOSX def2/J DEFGRID3
* xyz 0 1
C 0.4331 1.3619 -5.2274
O -0.1776 2.6444 -5.1881
C -1.1171 2.9709 -6.0718
O -1.6353 2.2469 -6.8695
O -1.4006 4.2568 -5.8481
C -2.3710 4.8791 -6.6679
H 1.3742 1.5297 -4.7021
H 0.6737 0.9545 -6.2028
H -0.1053 0.6883 -4.5616
H -2.8339 5.6981 -6.1167
H -3.1420 4.1772 -6.9738
H -1.9026 5.3618 -7.5285
C 1.5660 6.1798 -5.5445
O 2.6106 5.3423 -5.0353
C 2.4830 4.7558 -3.8605
O 3.2884 3.9664 -3.4378
O 1.3995 5.1832 -3.2045
C 1.1875 4.6499 -1.9073
H 0.6347 5.6226 -5.6339
H 1.9032 6.5080 -6.5219
H 1.4224 7.0413 -4.8943
H 0.4923 5.2873 -1.3647
H 2.1325 4.5599 -1.3770
H 0.6697 3.6894 -1.9495
C -0.7378 -1.1499 2.4235
O 0.1407 -0.6105 1.4395
C -0.2521 -0.4331 0.1956
O -1.3105 -0.7289 -0.3063
O 0.7568 0.1451 -0.4608
C 0.5704 0.4343 -1.8331
H -1.6629 -0.5872 2.5074
H -0.2192 -1.2359 3.3741
H -0.9791 -2.1936 2.1851
H -0.0703 1.3171 -1.9481
H 0.1209 -0.3847 -2.3805
H 1.5123 0.7099 -2.2987
C 4.4239 0.0447 3.7220
C 3.1680 -0.2807 2.9204
C 2.7101 -1.5034 3.6733
O 3.9109 -2.2761 3.8125
C 5.0137 -1.3590 3.9067
H 4.0998 0.4243 4.6994
H 5.0764 0.8151 3.3153
H 3.4298 -0.5642 1.8973
H 2.4110 0.5005 2.9177
H 1.9294 -2.0550 3.1515
H 2.3529 -1.2649 4.6818
H 5.7536 -1.5715 3.1301
H 5.4874 -1.4782 4.8835
C -2.4560 4.9341 -0.4369
C -2.5690 5.1010 -1.9666
C -2.0698 3.7181 -2.5079
O -1.6326 2.9945 -1.3664
C -2.4427 3.4235 -0.2892
H -3.2619 5.3912 0.1409
H -1.5369 5.4074 -0.0858
H -1.9064 5.9072 -2.2756
H -3.5867 5.3022 -2.2952
H -1.1919 3.9175 -3.1202
H -2.8455 3.2397 -3.1093
H -2.0917 3.0411 0.6682
H -3.4711 3.0507 -0.4166
O 0.2798 5.0532 4.0792
C 0.8901 4.3303 3.3463
O 2.2170 4.1474 3.5094
C 2.8102 3.3545 2.4844
C 1.6354 2.8609 1.6079
C 0.3797 3.5488 2.1601
H 3.3129 2.4808 2.8916
H 3.5528 3.9469 1.9528
H 1.5462 1.7791 1.6976
H 1.7332 3.0002 0.5298
H -0.3588 2.8243 2.4996
H -0.0470 4.2503 1.4451
O -5.6814 -3.4987 -0.5417
C -4.9443 -4.0360 0.2345
O -5.0495 -5.3355 0.5426
C -4.0212 -5.7322 1.4786
C -2.9979 -4.6087 1.4642
C -3.7948 -3.3926 1.0130
H -3.6135 -6.7055 1.2239
H -4.5218 -5.8138 2.4483
H -2.1941 -4.8170 0.7559
H -2.4911 -4.4795 2.4226
H -3.2250 -2.7830 0.3200
H -4.2365 -2.7735 1.7948
O 1.6424 -1.7561 -3.6659
C 1.8760 -2.1927 -4.7640
O 1.1967 -1.7470 -5.8336
C 1.7660 -2.2596 -7.0584
C 2.5004 -3.5241 -6.6223
C 2.9373 -3.1654 -5.2116
H 2.3793 -1.5126 -7.5531
H 0.9129 -2.5263 -7.6798
H 3.3229 -3.8373 -7.2627
H 1.7924 -4.3556 -6.6511
H 3.9143 -2.6755 -5.2351
H 3.0620 -4.0013 -4.5240
O -7.4897 -0.6153 1.7421
C -6.4722 -0.1259 1.3617
O -5.6377 0.4896 2.2361
C -4.4053 0.9073 1.6307
C -4.3881 0.1567 0.2966
C -5.8402 -0.1449 -0.0124
H -3.5264 0.7423 2.2486
H -4.4588 1.9856 1.4485
H -3.8107 -0.7603 0.3829
H -3.8760 0.7367 -0.4723
H -6.0677 -1.1078 -0.4668
H -6.3470 0.5909 -0.6440
O 0.0599 -1.8536 5.7295
C -0.4468 -2.8761 6.0776
O -1.0906 -3.6621 5.1768
C -1.6815 -4.8172 5.7563
C -1.4231 -4.7322 7.2935
C -0.4715 -3.5327 7.4409
H -1.2289 -5.7350 5.3842
H -2.7442 -4.7866 5.5212
H -0.9661 -5.6624 7.6178
H -2.3710 -4.5983 7.8099
H 0.5146 -3.9516 7.6379
H -0.8072 -2.8357 8.2009
O -3.2887 -1.7805 7.9501
C -3.8172 -1.6613 6.8821
O -3.1115 -1.3466 5.7777
C -3.9741 -0.9853 4.6976
C -5.4124 -0.9619 5.2458
C -5.2947 -1.7801 6.5369
H -3.8897 -1.7782 3.9510
H -3.7017 -0.0175 4.2900
H -6.0543 -1.3725 4.4709
H -5.7669 0.0286 5.5242
H -5.4172 -2.8539 6.3573
H -5.8840 -1.4293 7.3744
O -1.7398 1.4537 4.1830
C -1.0586 1.5249 5.1709
O 0.2765 1.4556 5.1199
C 0.8253 1.2899 6.4351
C -0.2549 1.7482 7.4261
C -1.5344 1.6523 6.6031
H 1.7591 1.8539 6.4856
H 1.1532 0.2597 6.5980
H -0.0203 2.7564 7.7581
H -0.2081 1.0543 8.2628
H -2.2172 2.4826 6.7473
H -2.0578 0.7107 6.7935
O 0.0653 -4.7995 0.4107
C 1.0764 -4.1842 0.2149
O 2.0913 -4.1879 1.0917
C 3.2647 -3.5306 0.5545
C 2.7946 -2.7742 -0.6995
C 1.4308 -3.3615 -1.0093
H 3.9253 -4.3660 0.3173
H 3.7209 -2.8955 1.3036
H 3.5411 -2.9100 -1.4858
H 2.7812 -1.6886 -0.5762
H 1.4940 -4.0061 -1.8853
H 0.6093 -2.6655 -1.1656
O 5.2119 -1.2008 -7.3842
C 5.0229 -0.2078 -6.7470
O 3.8463 0.0383 -6.1397
C 3.8989 1.1505 -5.2412
C 5.3817 1.6493 -5.2657
C 5.9962 0.9193 -6.4412
H 3.5237 0.8159 -4.2790
H 3.3019 1.9885 -5.6007
H 5.8382 1.3341 -4.3251
H 5.3764 2.7331 -5.3049
H 6.9883 0.4957 -6.3139
H 6.0300 1.5120 -7.3609
O -4.0518 -3.1641 -5.5817
C -3.4334 -3.0533 -4.5682
O -2.1713 -2.5646 -4.5341
C -1.6364 -2.5848 -3.1837
C -2.5176 -3.5915 -2.4702
C -3.8600 -3.4646 -3.1645
H -1.6407 -1.6116 -2.6949
H -0.6107 -2.9293 -3.2909
H -2.5142 -3.4438 -1.3929
H -2.1738 -4.6198 -2.6170
H -4.5386 -2.7188 -2.7460
H -4.4235 -4.3927 -3.2040
O 6.5446 0.3949 1.0188
C 5.8434 1.0100 0.2722
O 5.1742 2.1194 0.6625
C 4.5367 2.7270 -0.4743
C 4.2087 1.5554 -1.3797
C 5.3811 0.5946 -1.1188
H 5.1640 3.4930 -0.9439
H 3.6891 3.3134 -0.1299
H 4.1545 1.8287 -2.4260
H 3.3161 1.0480 -1.0089
H 6.2341 0.7979 -1.7745
H 5.1372 -0.4619 -1.1141
*
```

As for the max |F|: 1.68 eV/Å. As for the gap between HOMO and LUMO: 9.55 eV. The value obtained for the highest occupied orbital energy is -9.3293 eV.

Here is a 2-piece molecular cluster, C5H10O2 overall at a distorted geometry from the Open Molecules 2025 dataset. Energies are from ωB97M-V with the def2-TZVPD basis set.

Geometry as ORCA input:
```
! wB97M-V def2-TZVPD RIJCOSX def2/J DEFGRID3
* xyz 0 1
C -2.2222 -0.4597 -0.0438
C -0.9150 0.1239 0.3606
O -0.9706 1.2802 0.9692
C 0.3444 -0.5602 0.2882
C 1.3618 0.1274 -0.7819
C 2.3100 0.1294 0.4200
O 1.2181 -0.1442 1.3456
H -2.8773 0.2575 -0.5446
H -2.0857 -1.3429 -0.6694
H -2.7137 -0.7692 0.8906
H -0.7862 0.0168 -2.2397
H -0.0650 1.4319 1.3250
H 0.2579 -1.6473 0.1829
H -0.0393 -0.1329 -2.1952
H 1.0212 1.1603 -0.9718
H 2.8591 1.0346 0.7043
H 2.9983 -0.7284 0.4336
*
```

As for the energy above the lowest of the compared OMol25 structures with the same formula, charge and spin: 665.57 kJ/mol. As for the max |F|: 1.20 eV/Å. As for the gap between HOMO and LUMO (spin up / spin down): 6.07 / 8.45 eV. The value obtained for the highest occupied orbital energy (spin up / spin down) is -6.6092 / -7.9787 eV.

Here is C18H22ClN8O2PtS2 as an isolated structure from the Open Molecules 2025 dataset. Energies are from ωB97M-V with the def2-TZVPD basis set.

Geometry as ORCA input:
```
! wB97M-V def2-TZVPD RIJCOSX def2/J DEFGRID3
* xyz 1 1
Pt -1.3718 0.4918 0.6754
N -3.2361 0.3761 4.2827
C -3.6335 -0.8988 3.9456
C -3.1616 -1.1378 2.6907
N -2.4969 -0.0199 2.2704
C -2.5480 0.8757 3.2408
C -1.8318 2.1036 2.9812
N -1.1581 2.1557 1.8398
C -0.6261 3.4131 1.7401
C -0.9599 4.1168 2.8551
N -1.7351 3.2802 3.6244
H -3.4134 0.8255 5.1646
H -4.2013 -1.5125 4.6211
H -3.2357 -2.0174 2.0724
H -0.0328 3.7192 0.8971
H -0.7205 5.1180 3.1642
H -2.1430 3.5162 4.5129
Cl -3.0999 -3.8484 0.1148
C -3.3164 -2.7348 -1.2554
C -2.7348 -1.3464 -1.0382
O -3.1838 -0.4248 -1.7020
O -1.7655 -1.2812 -0.1835
H -4.3808 -2.6284 -1.4384
H -2.8566 -3.1799 -2.1359
C 0.8785 -3.2942 0.1146
N 2.0200 -2.4071 0.1171
C 3.0194 -2.4518 -0.9423
C 4.0885 -1.4677 -0.4480
N 3.3500 -0.7278 0.5688
C 2.2128 -1.3723 0.9468
S 1.2528 -0.8899 2.2309
H 1.2206 -4.3112 -0.0791
H 0.1485 -3.0033 -0.6394
H 0.4000 -3.2506 1.0892
H 2.5815 -2.1406 -1.8967
H 3.4060 -3.4640 -1.0609
H 4.4447 -0.8065 -1.2374
H 4.9444 -1.9920 -0.0168
H 3.8020 -0.1330 1.2412
N 2.1290 2.1248 -5.1912
C 2.6362 1.7061 -4.0220
S 4.2241 1.3558 -3.8040
C 1.6290 1.5205 -2.9296
C 0.2984 1.2026 -3.1859
C -0.5635 0.9621 -2.1332
N -0.1539 1.0376 -0.8590
C 1.1171 1.3768 -0.5984
C 2.0275 1.6224 -1.6007
H 2.7708 2.2846 -5.9510
H 1.2061 2.5195 -5.2659
H -0.0898 1.0776 -4.1876
H -1.6076 0.7133 -2.2838
H 1.3977 1.3846 0.4471
H 3.0527 1.8624 -1.3626
*
```

As for the max |F|: 0.28 eV/Å. As for the gap between HOMO and LUMO: 7.10 eV. The value obtained for the highest occupied orbital energy is -10.2181 eV.

Here is one molecule with the formula C3H8N4 at a distorted geometry from the Open Molecules 2025 dataset. Energies are from ωB97M-V with the def2-TZVPD basis set.

Geometry as ORCA input:
```
! wB97M-V def2-TZVPD RIJCOSX def2/J DEFGRID3
* xyz 0 1
C 1.0407 2.1026 1.2863
N 0.6567 2.1730 0.0865
N 0.5358 1.0208 -0.8003
C -0.1195 -0.1204 -0.4373
C -0.5264 -1.0563 -1.5513
N -0.3589 -0.3052 0.8118
N -0.8873 -1.4984 1.2467
H 1.3404 3.0397 1.7376
H 1.0260 1.2001 1.8873
H 0.4831 1.2712 -1.7800
H -1.5611 -1.3700 -1.4153
H 0.0994 -1.9506 -1.5358
H -0.4247 -0.5758 -2.5214
H -0.5815 -2.3305 0.7453
H -0.7225 -1.6003 2.2398
*
```

As for the SMILES: C=NN/C(C)=N/N. As for the energy above the lowest of the compared OMol25 structures with the same formula, charge and spin: 311.20 kJ/mol. As for the max |F|: 3.01 eV/Å. As for the gap between HOMO and LUMO: 8.55 eV. The value obtained for the highest occupied orbital energy is -7.6057 eV.

Which formula does entry 1 have?
C61H100O33

Which of these has the highest max |F|?
C3H8N4

The highest max |F| belongs to which entry?
C3H8N4